1.
Molecular formula: C31H54ClNO4OsP2Si2
Method: DFT, ωB97M-V/def2-TZVPD

Last column: Mulliken spin population.
Geometry (Å):
Os (0.9763, 0.1218, -0.1782)  0.690
C (1.1151, 1.6722, -1.4642)  0.019
C (2.4881, 1.3265, -1.0891)  -0.054
C (2.7695, 0.0447, -1.6806)  0.056
Si (3.3004, 2.1657, 0.3952)  -0.021
C (1.6663, -0.3396, -2.4911)  0.026
C (0.6037, 0.6256, -2.3624)  0.129
Si (-0.8636, 1.0048, -3.5050)  -0.037
H (0.5913, 2.5731, -1.2061)  0.039
H (3.6414, -0.5922, -1.5089)  -0.031
H (1.6059, -1.2473, -3.0958)  -0.007
Cl (-0.0034, -1.9182, 0.0636)  0.317
C (-1.2900, 2.8302, -3.5424)  0.000
C (-0.5874, 0.4498, -5.2749)  0.003
C (2.9191, 3.9867, 0.3884)  0.006
C (5.1313, 1.8588, 0.2723)  0.003
H (0.0798, 1.1778, -5.7578)  0.000
H (-1.5378, 0.4428, -5.8272)  -0.001
H (-0.1287, -0.5427, -5.3474)  -0.001
H (-1.2293, 3.2694, -2.5384)  0.004
H (-2.3104, 2.9685, -3.9269)  0.000
H (-0.5969, 3.3649, -4.2067)  -0.001
H (5.4729, 2.4539, -0.5858)  0.000
H (5.3885, 0.8080, 0.0994)  0.000
H (5.6396, 2.2227, 1.1740)  0.000
H (3.3164, 4.4123, -0.5420)  0.000
H (3.4134, 4.4714, 1.2402)  0.000
H (1.8355, 4.1563, 0.4406)  -0.001
C (-2.3330, 0.0975, -2.7448)  0.072
C (2.5617, 1.4465, 2.0041)  0.093
P (-1.8408, -1.5084, -2.0513)  0.441
H (-3.1428, 0.0042, -3.4908)  0.028
H (-2.6817, 0.7371, -1.9109)  -0.005
P (2.1919, -0.3271, 1.7779)  -0.003
H (1.6128, 1.9751, 2.2103)  -0.003
H (3.2377, 1.6180, 2.8582)  0.002
C (1.4485, -0.8572, 3.4101)  -0.014
C (3.8620, -1.2468, 1.7279)  -0.001
C (-1.3697, -2.6411, -3.4704)  0.104
C (-3.4183, -2.1592, -1.3254)  0.069
C (-3.5550, -1.6388, 0.1188)  0.033
H (-3.2666, -3.2507, -1.2855)  -0.003
C (-4.6588, -1.8176, -2.1338)  0.029
H (-4.8358, -0.7329, -2.1133)  -0.002
H (-5.5192, -2.3057, -1.6590)  0.002
H (-4.6156, -2.1488, -3.1694)  -0.001
H (-2.6642, -1.8676, 0.7080)  -0.003
H (-4.4250, -2.1166, 0.5977)  -0.001
H (-3.7254, -0.5489, 0.1386)  -0.007
H (-0.4572, -2.1833, -3.8858)  0.002
C (-2.4325, -2.6981, -4.5667)  0.047
C (-1.0124, -4.0533, -2.9471)  -0.004
H (-2.7691, -1.7092, -4.9060)  -0.002
H (-3.3049, -3.2840, -4.2500)  0.000
H (-1.9944, -3.2047, -5.4384)  0.001
H (0.0161, -4.1060, -2.5704)  -0.001
H (-1.1035, -4.7775, -3.7647)  -0.001
H (-1.6775, -4.3647, -2.1326)  -0.004
H (4.2366, -1.0015, 0.7221)  0.000
C (3.7408, -2.7870, 1.8134)  0.019
C (4.8749, -0.7583, 2.7730)  0.001
H (4.9352, 0.3333, 2.8765)  0.000
H (5.8768, -1.1060, 2.4721)  0.000
H (4.6693, -1.1989, 3.7610)  0.000
H (3.6951, -3.2246, 0.8138)  -0.012
H (2.8525, -3.1095, 2.3686)  -0.003
H (4.6220, -3.2086, 2.3183)  0.001
C (-0.0650, -0.6247, 3.4394)  0.032
C (2.0785, -0.1851, 4.6300)  0.002
H (1.6266, -1.9436, 3.4519)  -0.004
H (1.8376, 0.8851, 4.6420)  0.000
H (3.1599, -0.3000, 4.7022)  0.000
H (1.6399, -0.6323, 5.5319)  0.000
H (-0.3062, 0.4519, 3.4394)  0.007
H (-0.4890, -1.0473, 4.3660)  -0.002
H (-0.5631, -1.1055, 2.5915)  -0.017
C (2.3516, -3.0934, -1.2054)  0.819
H (3.3397, -2.7121, -1.4440)  0.003
H (2.1663, -3.5990, -0.2664)  0.038
H (1.5454, -2.9742, -1.9363)  0.159
O (-0.3407, 3.0014, 0.4276)  0.052
C (-1.0324, 2.0593, 0.8334)  0.079
O (-0.9191, 0.8039, 0.4526)  0.047
C (-2.1178, 2.2082, 1.8178)  0.077
C (-2.4254, 3.5105, 2.2180)  0.045
C (-3.4177, 3.7362, 3.1518)  0.042
C (-4.1059, 2.6433, 3.6993)  0.085
C (-3.8379, 1.3212, 3.2883)  0.033
C (-2.8326, 1.1013, 2.3468)  0.018
N (-5.0272, 2.8742, 4.7676)  0.091
O (-5.2215, 4.0521, 5.1444)  0.151
O (-5.6013, 1.8907, 5.2951)  0.148
H (-1.8550, 4.3238, 1.7843)  0.023
H (-3.6492, 4.7376, 3.4811)  0.025
H (-4.3937, 0.4931, 3.7230)  0.016
H (-2.5830, 0.0864, 2.0300)  0.020

Its expectation value of S² is 6.032. As for the LUMO energy (alpha / beta): -0.321 / -2.797 eV. The HOMO energy (alpha / beta) is -3.762 / -7.605 eV. The multiplicity is 5. The calculation puts the frontier orbital gap (alpha / beta) at 3.4417 / 4.8081 eV.

2.
Molecular formula: C2H3O3S
Method: DFT, ωB97M-V/def2-TZVPD

Last column: natural (NBO) charge in e.
Geometry (Å):
C (-1.6796, 0.2109, -0.3107)  1.025
C (0.7917, -0.0870, 0.7319)  -0.519
O (-1.3529, -0.3954, -1.2925)  -0.588
O (-2.1544, 0.9450, 0.5080)  -0.564
O (0.9552, -1.4747, 0.5754)  -0.795
S (1.4637, 0.9351, -0.6287)  -0.225
H (1.4317, 0.3249, 1.6153)  0.128
H (0.4090, -1.8400, -0.1687)  0.458
H (0.1356, 1.3812, -1.0299)  0.080

Its net charge is -1. As for the LUMO energy: 3.708 eV. The HOMO energy is -1.495 eV. The multiplicity is 1. The calculation puts the frontier orbital gap at 5.2029 eV.

3.
Molecular formula: C45H110N10O5
Method: DFT, ωB97M-V/def2-TZVPD

Last column: Löwdin charge in e.
Geometry (Å):
C (2.0017, 4.8468, 2.0936)  -0.078
C (1.8810, 3.3212, 2.0992)  -0.255
N (1.0497, 2.8741, 3.2206)  -0.168
C (-0.3555, 3.2146, 3.0790)  -0.231
C (-1.1107, 2.6547, 1.8768)  -0.073
C (1.2317, 1.4419, 3.4859)  -0.248
C (2.5880, 1.1326, 4.0796)  -0.079
H (1.0982, 5.2868, 1.6670)  0.064
H (2.8682, 5.1394, 1.5015)  0.071
H (2.0624, 5.2421, 3.1082)  0.077
H (1.4755, 3.0526, 1.1122)  0.101
H (2.8745, 2.8759, 2.1272)  0.094
H (-0.8292, 2.9516, 4.0259)  0.115
H (-0.4432, 4.2962, 2.9423)  0.106
H (-1.0748, 1.5708, 1.7416)  0.041
H (-2.1523, 2.9751, 1.9446)  0.064
H (-0.7716, 3.0269, 0.9059)  0.068
H (0.9883, 0.8479, 2.5921)  0.091
H (0.4651, 1.1520, 4.2147)  0.108
H (2.7258, 0.1169, 4.4559)  0.054
H (2.8660, 1.8388, 4.8605)  0.089
H (3.3517, 1.2043, 3.2954)  0.051
C (5.3405, 1.6842, -7.0752)  -0.088
C (4.4787, 1.8679, -5.8241)  -0.289
N (3.6035, 0.7361, -5.5426)  -0.163
C (2.6961, 1.1096, -4.4464)  -0.259
C (1.5564, 0.0940, -4.2858)  -0.081
C (4.3999, -0.4599, -5.1913)  -0.236
C (5.3740, -0.3149, -4.0283)  -0.082
H (6.2187, 1.0951, -6.8004)  0.064
H (5.7300, 2.6291, -7.4594)  0.070
H (4.7435, 1.2523, -7.8768)  0.080
H (5.1142, 2.2319, -5.0067)  0.094
H (3.8113, 2.7148, -6.0277)  0.114
H (3.2217, 1.2350, -3.4931)  0.099
H (2.2260, 2.0741, -4.6409)  0.101
H (0.8933, 0.1514, -5.1486)  0.078
H (1.8615, -0.9440, -4.1714)  0.053
H (1.0361, 0.4193, -3.3793)  0.055
H (4.9831, -0.7002, -6.0845)  0.103
H (3.7150, -1.3000, -5.0869)  0.102
H (5.9737, -1.2263, -3.9229)  0.078
H (4.8387, -0.1972, -3.0837)  0.061
H (6.1358, 0.4574, -4.1282)  0.045
C (4.9902, -1.0526, 2.3707)  -0.072
C (4.3732, -2.1824, 1.5601)  -0.232
N (2.9189, -2.2926, 1.6609)  -0.209
C (2.3511, -2.0287, 2.9733)  -0.248
C (2.8468, -2.9590, 4.1044)  -0.062
C (2.3408, -3.3780, 0.8984)  -0.254
C (2.5453, -3.2480, -0.6052)  -0.076
H (4.8503, -1.1820, 3.4457)  0.068
H (4.4846, -0.1064, 2.1572)  0.056
H (6.0467, -0.9423, 2.1524)  0.075
H (4.6174, -1.9820, 0.5179)  0.101
H (4.8326, -3.1211, 1.9063)  0.118
H (2.5517, -0.9862, 3.2256)  0.052
H (1.2674, -2.1775, 2.9329)  0.098
H (2.5751, -2.5806, 5.0879)  0.076
H (2.4425, -3.9577, 3.9323)  0.071
H (3.9327, -3.0477, 4.0574)  0.059
H (1.2692, -3.4669, 1.0972)  0.084
H (2.7658, -4.3456, 1.2254)  0.122
H (2.0688, -4.1038, -1.0901)  0.078
H (3.5936, -3.2391, -0.8924)  0.064
H (2.0432, -2.3482, -0.9695)  0.058
C (-3.6099, 0.1242, 2.0797)  -0.083
C (-4.5853, 1.1434, 2.6282)  -0.228
N (-5.7442, 1.3847, 1.7337)  -0.179
C (-6.5489, 2.4830, 2.2639)  -0.273
C (-5.8965, 3.8397, 1.9902)  -0.082
C (-6.5287, 0.1686, 1.4945)  -0.244
C (-7.1506, -0.4716, 2.7331)  -0.086
H (-2.7810, 0.0889, 2.7877)  0.060
H (-3.3162, 0.4492, 1.0820)  0.063
H (-4.0724, -0.8619, 2.0189)  0.052
H (-4.9269, 0.8935, 3.6426)  0.118
H (-4.1420, 2.1389, 2.6572)  0.085
H (-6.8128, 2.3624, 3.3226)  0.108
H (-7.5163, 2.5006, 1.7522)  0.115
H (-5.5584, 3.9165, 0.9601)  0.062
H (-5.0685, 4.0154, 2.6810)  0.062
H (-6.5871, 4.6634, 2.1833)  0.071
H (-7.3751, 0.4851, 0.8779)  0.110
H (-5.9372, -0.5165, 0.8894)  0.105
H (-7.6173, 0.2947, 3.3602)  0.064
H (-7.9879, -1.1315, 2.4967)  0.073
H (-6.4676, -1.0077, 3.3950)  0.061
C (-3.9871, -3.8725, 3.3779)  -0.058
C (-3.0461, -2.8706, 2.6737)  -0.254
N (-1.6361, -3.1044, 2.9025)  -0.173
C (-1.1209, -4.3959, 2.4866)  -0.258
C (-1.5599, -4.7436, 1.0571)  -0.074
C (-1.1881, -2.8834, 4.2663)  -0.252
C (-1.4983, -1.4667, 4.7886)  -0.069
H (-5.0459, -3.6830, 3.1873)  0.070
H (-3.8987, -3.8577, 4.4669)  0.067
H (-3.8093, -4.8960, 3.0437)  0.065
H (-3.2357, -2.9772, 1.6041)  0.095
H (-3.3066, -1.8499, 2.9411)  0.049
H (-0.0279, -4.3967, 2.4771)  0.090
H (-1.4622, -5.2047, 3.1530)  0.116
H (-2.6467, -4.7653, 1.0269)  0.060
H (-1.2030, -3.9647, 0.3795)  0.049
H (-1.1293, -5.6780, 0.6991)  0.079
H (-0.1258, -3.0801, 4.4214)  0.093
H (-1.6622, -3.5926, 4.9670)  0.111
H (-1.0935, -0.6728, 4.1562)  0.047
H (-1.0713, -1.3650, 5.7877)  0.076
H (-2.5623, -1.2393, 4.8665)  0.067
C (2.5418, 0.8805, -0.1176)  -0.056
N (1.4718, 0.0600, 0.4143)  0.040
C (0.1832, 0.2021, 0.0868)  -0.534
C (-0.7284, -0.8521, 0.6601)  0.006
O (-0.2469, 1.0867, -0.6533)  -0.005
H (2.1865, 1.5145, -0.9216)  0.086
H (3.3062, 0.1874, -0.4855)  0.077
H (3.0438, 1.4457, 0.6664)  0.042
H (1.7530, -0.7210, 1.0055)  0.090
H (-1.5918, -1.0613, 0.0358)  0.070
H (-1.0453, -0.5374, 1.6589)  0.059
H (-0.1653, -1.7650, 0.8657)  0.060
C (-0.8409, -2.3448, -2.3707)  -0.053
N (-1.9215, -3.2084, -2.8246)  0.043
C (-3.0564, -3.3252, -2.1199)  -0.558
C (-4.0912, -4.2307, -2.7404)  0.006
O (-3.2465, -2.8360, -1.0137)  0.013
H (-1.0583, -1.2859, -2.5040)  0.083
H (0.0500, -2.5856, -2.9538)  0.082
H (-0.5516, -2.5679, -1.3446)  0.054
H (-1.8346, -3.5720, -3.7537)  0.135
H (-4.5668, -4.8756, -2.0014)  0.085
H (-3.7583, -4.8895, -3.5466)  0.077
H (-4.9153, -3.6664, -3.1889)  0.073
C (-3.4764, 0.7586, -1.8905)  -0.094
N (-4.1671, -0.3807, -2.4947)  0.072
C (-5.0582, -0.3358, -3.4998)  -0.537
C (-5.3360, 0.9654, -4.2360)  0.017
O (-5.6607, -1.3415, -3.8674)  0.001
H (-2.5095, 0.9081, -2.3796)  0.087
H (-3.2946, 0.5414, -0.8396)  0.068
H (-4.0344, 1.6880, -1.9744)  0.054
H (-4.0280, -1.2492, -1.9941)  0.089
H (-6.3141, 1.3339, -3.9185)  0.091
H (-5.3386, 0.7275, -5.2931)  0.084
H (-4.6871, 1.8024, -3.9739)  0.058
C (7.8508, 2.2892, -2.6334)  -0.100
N (6.5954, 2.3811, -1.9226)  0.014
C (6.4122, 2.1122, -0.6031)  -0.533
C (7.6255, 1.6928, 0.2004)  0.001
O (5.3032, 2.2109, -0.0964)  0.025
H (8.2362, 1.2670, -2.5937)  0.086
H (8.5956, 3.0136, -2.2976)  0.084
H (7.7065, 2.4823, -3.6971)  0.078
H (5.8081, 2.7636, -2.4166)  0.130
H (7.4683, 1.6910, 1.2730)  0.081
H (8.4152, 2.4285, 0.0251)  0.079
H (7.9118, 0.6948, -0.1366)  0.087
C (-0.7904, 2.7835, -3.8073)  -0.046
N (-1.5836, 2.6384, -2.6042)  -0.022
C (-2.7377, 3.2751, -2.3701)  -0.575
C (-3.2698, 2.9794, -0.9795)  -0.062
O (-3.2946, 4.0381, -3.1436)  0.047
H (-1.0240, 1.9509, -4.4727)  0.086
H (0.2785, 2.8187, -3.5960)  0.069
H (-1.0134, 3.7702, -4.2174)  0.089
H (-1.1801, 2.0956, -1.8453)  0.073
H (-2.9447, 2.0111, -0.5996)  0.034
H (-4.3547, 3.0415, -0.9049)  0.093
H (-2.9286, 3.7532, -0.2872)  0.095

As for the structure (SMILES): CCN(CC)CC.CCN(CC)CC.CCN(CC)CC.CCN(CC)CC.CCN(CC)CC.CNC(C)=O.CNC(C)=O.CNC(C)=O.CNC(C)=O.CNC(C)=O. As for the LUMO energy: 0.327 eV. The HOMO energy is -8.162 eV. The multiplicity is 1. The calculation puts the frontier orbital gap at 8.4881 eV.

4.
Molecular formula: C5H13NO2
Method: DFT, ωB97M-V/def2-TZVPD

Last column: natural (NBO) charge in e.
Geometry (Å):
C (2.5099, -0.3031, 2.4709)  -0.612
C (2.1666, -1.2374, 1.3683)  -0.222
N (1.6830, -0.6766, 0.1540)  -0.609
C (0.3956, -0.4450, -0.0944)  0.672
O (-0.4803, -0.5267, 0.7761)  -0.653
C (-0.0745, -0.1296, -1.5567)  -0.481
C (-1.2618, 0.8933, -1.4818)  -0.605
H (3.2920, 0.4127, 2.1668)  0.200
H (2.9314, -0.9832, 3.2301)  0.211
H (1.6765, 0.2585, 2.9256)  0.226
H (3.0614, -1.8383, 1.1160)  0.193
H (1.3904, -1.9311, 1.7448)  0.218
H (2.3341, -0.5318, -0.6216)  0.394
H (0.7905, 0.2237, -2.1504)  0.198
H (-0.3816, -1.1130, -1.9618)  0.229
H (-1.0392, 1.8649, -1.0095)  0.215
H (-2.1821, 0.4855, -1.0309)  0.223
H (-1.4403, 1.0579, -2.5578)  0.203
O (-5.5095, 1.6160, -1.1504)  -0.940
H (-4.7320, 2.1114, -0.8064)  0.471
H (-5.1299, 0.7919, -1.5311)  0.470

As for the structure (SMILES): CCNC(=O)CC.O. As for the LUMO energy: 0.764 eV. The HOMO energy is -9.565 eV. The multiplicity is 1. The calculation puts the frontier orbital gap at 10.3292 eV.

5.
Molecular formula: C25H25BN10O4Sn
Method: DFT, ωB97M-V/def2-TZVPD

Last column: Mulliken spin population.
Geometry (Å):
Sn (0.9064, 0.0361, -0.2166)  0.001
C (2.7054, 1.2526, 3.6156)  0.002
C (2.5284, 0.2899, 2.6620)  0.000
N (1.6230, 0.6864, 1.6871)  0.001
N (1.3434, 1.9978, 2.0889)  -0.004
C (1.9789, 2.3507, 3.2140)  -0.003
B (0.3157, 2.8889, 1.2786)  -0.009
N (-1.1168, 2.1019, 1.1494)  0.000
C (-2.3746, 2.3541, 1.4941)  -0.002
C (-3.1430, 1.2646, 1.0110)  0.000
C (-2.2377, 0.3756, 0.4199)  0.000
N (-0.9981, 0.9204, 0.5444)  0.000
N (0.8043, 3.1759, -0.1393)  -0.001
C (0.9250, 4.2099, -0.9654)  0.004
C (1.4124, 3.7927, -2.2064)  0.000
C (1.5040, 2.4421, -2.0954)  0.002
N (1.2512, 2.0417, -0.8388)  -0.001
N (0.1181, 4.2469, 1.9940)  -0.013
C (-0.7824, 4.6479, 2.8866)  0.318
C (-0.4501, 6.0320, 3.2652)  0.198
C (0.5333, 6.3996, 2.4865)  -0.001
N (0.9271, 5.3432, 1.7128)  0.501
H (3.4910, 1.1811, 4.4374)  0.000
H (3.2122, -0.6332, 2.5253)  0.000
H (1.9240, 3.2704, 3.7243)  0.003
H (-2.7485, 3.2156, 2.0308)  0.002
H (-4.1918, 1.2036, 1.1068)  0.000
H (-2.3757, -0.5897, 0.0110)  0.000
H (0.9395, 5.2244, -0.4761)  -0.008
H (1.7823, 4.3618, -3.0071)  0.000
H (1.9782, 1.7302, -2.8015)  0.000
H (-1.0660, 3.6251, 3.2316)  0.010
H (-1.0933, 6.3198, 4.0053)  -0.002
H (1.0553, 7.2613, 2.1112)  0.002
O (-1.8149, -6.1069, 1.2218)  0.000
C (-0.4357, -5.9623, 1.5127)  0.000
C (-0.0694, -4.4828, 1.1521)  0.000
C (0.5329, -3.5522, 2.0302)  0.000
C (0.4141, -2.2355, 1.7444)  0.000
N (0.0029, -1.8541, 0.5065)  0.000
C (-0.3187, -2.6924, -0.4765)  0.000
C (-0.5534, -4.0370, -0.0718)  0.000
C (-0.5372, -2.1077, -1.8226)  0.000
C (-1.0410, -2.9032, -2.8829)  0.000
C (-1.4545, -2.2280, -4.0354)  0.000
C (-2.1180, -2.9758, -5.1308)  0.000
O (-2.1109, -4.2840, -4.7839)  0.000
C (-1.1111, -0.8865, -4.2418)  0.000
C (-0.4701, -0.2364, -3.1919)  0.000
N (-0.2206, -0.8287, -1.9749)  0.000
H (-2.2279, -6.4463, 1.9768)  0.000
H (0.1460, -6.4861, 0.7572)  0.000
H (-0.1129, -6.1094, 2.5793)  0.000
H (0.9080, -3.8977, 3.0202)  0.000
H (0.8159, -1.4320, 2.4416)  0.000
H (-1.0357, -4.8089, -0.7097)  0.000
H (-1.1998, -3.9893, -2.7321)  0.000
H (-1.5376, -2.7440, -6.0756)  0.000
H (-3.1419, -2.6409, -5.2253)  0.000
H (-2.4969, -4.7776, -5.4644)  0.000
H (-1.4975, -0.3183, -5.0349)  0.000
H (-0.1282, 0.7396, -3.3928)  0.000
O (2.5898, -0.3961, -1.7431)  0.000
C (3.0531, -1.1984, -0.8850)  0.000
O (2.4991, -1.3598, 0.2088)  0.000
H (3.9910, -1.7826, -1.2227)  0.000

Its net charge is +3. Its expectation value of S² is 0.773. As for the LUMO energy (alpha / beta): -8.759 / -12.394 eV. The HOMO energy (alpha / beta) is -17.092 / -17.092 eV. The multiplicity is 2. The calculation puts the frontier orbital gap (alpha / beta) at 8.3323 / 4.6972 eV.

Calculated energy above the lowest of the compared OMol25 structures with the same formula, charge and spin, 0.0; 285.5; 245.4; 76.0; 22.7 kJ/mol (same order as the records).